{"formula": "C31H33FIN4O3SnTe", "method": "wB97M-V/def2-TZVPD", "charge": 3, "molar_mass_g_mol": 901.843, "gap_ev": 6.38, "species": ["Sn", "F", "C", "C", "C", "C", "O", "C", "C", "N", "C", "C", "C", "C", "C", "C", "N", "C", "C", "N", "C", "C", "C", "O", "O", "H", "H", "H", "H", "H", "H", "H", "H", "H", "H", "H", "H", "H", "H", "H", "H", "H", "H", "I", "C", "C", "C", "C", "N", "C", "H", "H", "H", "H", "C", "C", "C", "C", "C", "C", "Te", "C", "C", "C", "H", "H", "H", "H", "H", "H", "H", "H", "H", "H", "H"], "positions_angstrom": [[-1.471, -1.724, -0.984], [3.969, 0.828, 2.435], [3.227, 1.376, 1.459], [2.063, 0.728, 1.032], [1.330, 1.318, 0.004], [0.046, 0.727, -0.500], [-0.336, -0.375, 0.005], [-0.718, 1.498, -1.377], [-0.256, 2.722, -1.783], [0.893, 3.287, -1.449], [1.371, 4.490, -2.103], [2.604, 4.280, -2.961], [1.262, 4.632, -3.580], [1.699, 2.620, -0.470], [2.823, 3.199, 0.010], [3.719, 2.542, 0.908], [5.014, 3.023, 1.091], [6.146, 2.052, 1.197], [7.476, 2.720, 0.846], [7.719, 3.867, 1.684], [6.586, 4.853, 1.620], [5.262, 4.131, 1.970], [-1.931, 1.013, -2.072], [-2.832, 1.786, -2.291], [-1.908, -0.287, -2.372], [1.756, -0.196, 1.523], [-0.882, 3.367, -2.348], [1.245, 5.290, -1.436], [2.998, 3.293, -3.175], [3.290, 5.107, -2.843], [0.605, 3.887, -4.039], [1.076, 5.630, -3.864], [3.147, 4.147, -0.369], [5.873, 1.229, 0.488], [6.259, 1.666, 2.209], [7.497, 3.041, -0.193], [8.217, 2.005, 1.154], [8.555, 4.335, 1.304], [7.911, 3.603, 2.660], [6.590, 5.333, 0.606], [6.748, 5.681, 2.285], [4.485, 4.914, 1.906], [5.347, 3.865, 2.976], [-7.476, -1.741, -0.739], [-5.601, -1.186, 0.110], [-5.584, -0.421, 1.267], [-4.352, 0.055, 1.699], [-3.138, -0.361, 1.183], [-3.177, -1.193, 0.160], [-4.352, -1.538, -0.402], [-6.463, -0.171, 1.820], [-4.240, 0.690, 2.592], [-2.169, -0.087, 1.570], [-4.240, -2.250, -1.241], [-6.135, -6.281, 1.810], [-5.118, -5.854, 0.828], [-5.339, -5.710, -0.540], [-4.359, -5.156, -1.337], [-4.512, -4.996, -2.770], [-3.095, -4.881, -0.774], [-1.430, -4.204, -1.993], [-2.765, -5.177, 0.552], [-1.377, -4.952, 1.151], [-3.794, -5.631, 1.368], [-5.717, -6.944, 2.579], [-7.067, -6.658, 1.387], [-6.418, -5.448, 2.320], [-6.304, -6.128, -0.870], [-5.492, -5.285, -3.084], [-3.803, -5.643, -3.241], [-4.472, -3.924, -3.105], [-0.600, -5.745, 0.870], [-1.314, -4.892, 2.275], [-0.954, -3.995, 0.950], [-3.617, -5.799, 2.436]], "forces_ev_per_a": [[-0.645, 0.752, -1.122], [-0.222, -0.267, -0.027], [-0.224, -1.139, 0.240], [0.725, 0.457, 0.172], [-1.763, 0.301, -0.434], [1.739, 2.722, 0.039], [-0.024, -2.100, 0.740], [0.979, -0.955, 0.137], [0.753, 1.392, 0.321], [0.040, -1.968, 1.017], [0.595, -1.629, 0.045], [-1.042, 0.939, -0.237], [-0.427, -0.910, 0.857], [-1.431, -0.787, -0.621], [2.498, 0.158, 0.903], [-1.771, 0.669, -1.505], [1.523, -0.204, 0.298], [-1.462, 0.126, -0.786], [-1.207, -1.673, -0.511], [0.328, 2.146, 0.418], [-0.923, 0.197, -1.102], [0.223, 2.204, -1.700], [-1.077, 0.391, 0.665], [0.418, -0.858, -0.371], [-0.079, -0.541, 0.324], [0.087, 0.255, -0.272], [-0.554, 0.101, -0.892], [0.270, 1.368, 0.473], [-0.043, 0.094, 0.392], [0.327, -0.188, -0.448], [0.738, 0.181, -0.288], [-0.069, 0.860, -0.620], [0.108, 0.317, -0.223], [0.818, 0.532, 0.700], [-0.285, -0.296, 0.192], [0.321, -0.169, 0.027], [0.675, -0.412, -0.733], [-0.024, -0.101, 0.535], [-0.023, 0.070, -0.241], [-0.054, -0.875, 0.651], [0.316, 0.095, 0.656], [0.148, -0.486, -0.049], [-0.113, -0.783, 1.981], [1.126, 0.094, 0.277], [-0.189, -0.262, -0.278], [1.036, 0.330, -0.295], [0.852, 0.572, 1.900], [-1.035, 0.346, 0.357], [-0.177, -0.556, -1.014], [-0.425, -1.341, -0.749], [-0.488, 0.168, 0.061], [-0.563, -0.243, -0.499], [-0.082, 0.164, 0.122], [-0.420, 0.597, 0.364], [0.083, -2.171, -0.860], [2.536, -0.171, 0.817], [-0.610, -0.383, 1.187], [1.081, 0.037, 0.770], [-0.996, 1.371, -1.203], [0.665, 0.122, -0.009], [-0.663, -0.261, 0.099], [0.318, 0.253, 1.209], [0.722, -1.394, 1.382], [-1.354, 0.136, -0.784], [-0.220, -0.125, -0.451], [0.288, -0.362, -0.121], [-0.895, 2.655, 1.676], [0.563, 0.687, -0.474], [-0.639, -0.478, -0.213], [0.438, -0.021, -0.865], [0.541, -0.913, 0.168], [-1.157, 1.073, 0.084], [-0.799, -0.670, -0.955], [0.344, 0.784, -0.838], [-0.052, -0.027, -0.464]], "mulliken_charge": [1.27, -0.32, 0.49, -0.91, 0.27, 1.63, -0.97, 0.29, -0.72, 0.15, -0.54, -0.39, -0.84, -0.37, -0.42, -0.74, 0.33, -0.57, -0.98, -0.07, -0.84, -0.60, 0.20, -0.56, -0.68, 0.57, 0.91, 0.59, 0.24, 0.32, 0.37, 0.29, 0.63, 0.47, 0.43, 0.36, 0.46, 0.36, 0.41, 0.34, 0.45, 0.44, 0.37, 0.21, -0.92, -0.17, -0.94, -0.08, 0.02, 0.62, 0.50, 0.40, 0.69, 0.23, -1.63, 0.85, -0.96, 1.27, -1.92, -0.09, 0.18, 1.07, -1.48, -1.01, 0.38, 0.38, 0.41, 0.40, 0.47, 0.48, 0.26, 0.35, 0.37, 0.13, 0.43]}

***

{"formula": "C45H47N3O10Pr", "method": "wB97M-V/def2-TZVPD", "charge": -1, "molar_mass_g_mol": 930.790, "s_squared": 2.002, "spin_multiplicity": 3, "gap_ev": [8.34, 8.36], "de_lowest_kj_mol": 0.00, "species": ["Pr", "O", "C", "C", "N", "C", "C", "O", "O", "C", "C", "O", "O", "H", "H", "H", "H", "H", "H", "H", "H", "H", "C", "C", "O", "N", "C", "C", "C", "C", "C", "C", "N", "H", "H", "H", "H", "H", "H", "H", "H", "H", "H", "C", "C", "C", "O", "C", "C", "O", "C", "O", "C", "C", "C", "C", "C", "C", "C", "C", "C", "C", "C", "C", "C", "O", "C", "C", "C", "C", "C", "C", "C", "C", "C", "C", "C", "C", "H", "H", "H", "H", "H", "H", "H", "H", "H", "H", "H", "H", "H", "H", "H", "H", "H", "H", "H", "H", "H", "H", "H", "H", "H", "H", "H", "H"], "positions_angstrom": [[0.363, 1.186, -1.069], [3.295, 0.985, -3.015], [4.310, 1.485, -2.121], [3.903, 2.820, -1.606], [2.742, 2.816, -0.652], [2.257, 4.223, -0.640], [0.896, 4.325, -1.328], [0.240, 5.364, -1.124], [0.521, 3.317, -2.046], [3.080, 2.390, 0.734], [1.947, 1.943, 1.715], [2.162, 2.094, 2.888], [0.897, 1.463, 1.124], [2.843, 0.193, -2.637], [5.294, 1.673, -2.663], [4.483, 0.794, -1.279], [3.543, 3.471, -2.443], [4.779, 3.272, -1.172], [2.948, 4.949, -1.099], [2.055, 4.582, 0.369], [3.634, 3.208, 1.230], [3.729, 1.547, 0.674], [-2.768, 2.834, 2.018], [-2.157, 3.292, 0.679], [-1.812, 2.463, -0.163], [-2.063, 4.638, 0.436], [-2.345, 5.626, 1.461], [-1.320, 5.897, 2.565], [-0.941, 7.221, 2.899], [-0.055, 7.367, 3.969], [0.464, 6.218, 4.568], [0.051, 4.994, 4.170], [-0.805, 4.848, 3.159], [-1.934, 2.356, 2.559], [-3.482, 2.034, 1.808], [-3.286, 3.520, 2.649], [-1.470, 4.916, -0.373], [-3.250, 5.359, 1.932], [-2.471, 6.629, 0.968], [-1.278, 8.085, 2.343], [0.274, 8.356, 4.304], [1.232, 6.280, 5.359], [0.518, 4.082, 4.510], [-1.162, -5.717, -0.108], [-0.865, -4.916, -1.339], [-0.848, -5.777, -2.602], [-1.919, -3.879, -1.575], [-1.345, -2.552, -1.717], [0.163, -2.852, -1.777], [0.324, -4.199, -1.229], [1.430, -2.063, -1.360], [1.383, -0.702, -1.745], [2.525, -2.733, -2.204], [2.669, -2.293, -3.540], [3.664, -2.795, -4.336], [4.512, -3.805, -3.834], [4.322, -4.337, -2.618], [3.358, -3.749, -1.750], [1.802, -2.112, 0.144], [0.960, -2.574, 1.167], [1.222, -2.209, 2.501], [2.274, -1.332, 2.796], [3.278, -1.160, 1.893], [3.064, -1.676, 0.599], [-1.995, -1.463, -0.755], [-1.405, -0.255, -0.974], [-2.090, -1.679, 0.802], [-2.799, -2.825, 1.296], [-2.897, -3.062, 2.623], [-2.426, -2.117, 3.573], [-1.829, -0.965, 3.144], [-1.609, -0.826, 1.759], [-3.489, -1.286, -1.168], [-4.189, -0.191, -0.743], [-5.531, 0.044, -1.077], [-6.180, -0.781, -1.998], [-5.536, -1.978, -2.329], [-4.238, -2.241, -1.930], [-1.903, -6.465, -0.380], [-1.557, -5.212, 0.769], [-0.215, -6.201, 0.197], [-1.861, -6.204, -2.763], [-0.072, -6.549, -2.511], [-0.593, -5.121, -3.411], [-1.782, -2.075, -2.626], [0.408, -2.954, -2.886], [1.897, -1.654, -3.958], [3.815, -2.567, -5.380], [5.343, -4.195, -4.412], [4.920, -5.197, -2.281], [3.260, -4.105, -0.740], [-0.049, -2.957, 0.919], [0.619, -2.441, 3.359], [2.260, -0.826, 3.760], [4.227, -0.728, 2.194], [3.983, -1.556, -0.020], [-3.178, -3.508, 0.550], [-3.367, -3.987, 2.911], [-2.556, -2.367, 4.598], [-1.528, -0.199, 3.857], [-0.964, -0.007, 1.506], [-3.738, 0.577, -0.125], [-6.012, 0.972, -0.784], [-7.189, -0.588, -2.465], [-5.990, -2.722, -3.021], [-3.797, -3.226, -2.110]], "forces_ev_per_a": [[-1.196, -0.664, 0.006], [0.559, -0.160, 0.536], [-0.052, -0.451, -0.899], [-1.596, 0.327, -0.023], [0.479, 0.595, 0.433], [-0.849, -0.534, 0.141], [-0.788, 0.175, -0.784], [0.316, -0.609, -0.227], [0.250, 1.099, 0.504], [0.278, 1.160, -0.098], [-0.071, 0.545, -2.325], [-0.131, -0.152, 1.210], [0.322, 0.160, 0.752], [0.280, 0.323, 0.023], [-1.124, -0.658, 0.372], [0.052, 0.033, -0.346], [0.538, -0.756, 0.427], [0.469, 0.575, 0.535], [-0.118, -0.348, 0.131], [0.216, -0.148, 0.195], [-0.063, -0.358, 0.041], [0.638, -0.800, -0.073], [0.691, -1.456, -0.941], [-0.557, 0.930, 0.314], [0.267, 0.221, 0.398], [0.552, -0.638, 0.269], [1.110, 1.807, -1.026], [0.280, 0.663, -0.652], [0.296, -0.697, 0.711], [-0.104, 0.052, -0.480], [0.932, 1.360, 1.444], [0.059, -0.802, -1.350], [-0.327, -0.793, 0.261], [-0.352, 0.330, -0.055], [0.123, -0.092, -0.252], [0.077, 0.791, 0.264], [-0.255, -0.221, 0.627], [-1.179, -0.066, 0.512], [-0.222, -1.036, 0.187], [-0.188, -0.105, 0.007], [-0.108, -0.359, -0.220], [-0.549, 0.136, -0.434], [-0.075, -0.120, 0.313], [0.391, -0.757, 0.426], [-1.109, 1.877, -1.106], [-0.403, -0.295, 0.688], [1.064, -0.467, 0.430], [-1.217, 0.517, 1.029], [0.619, -1.196, -1.862], [-0.089, 0.939, 0.352], [0.701, 0.702, 0.701], [0.042, -0.685, 0.000], [0.900, -0.127, -0.212], [-0.558, -0.350, 0.112], [0.843, -1.064, 0.006], [0.336, 0.531, -1.520], [-0.686, -0.194, 2.481], [0.136, -0.149, -0.763], [0.405, -0.797, 0.660], [-0.976, 0.905, 0.063], [0.675, 0.907, -0.387], [-1.080, -0.703, 1.212], [-0.021, -0.906, -1.332], [1.408, 1.500, -0.233], [-0.507, 0.673, 1.351], [1.250, 0.331, -0.514], [-0.796, -1.944, 0.007], [0.962, 1.209, -1.656], [0.094, 0.260, 0.937], [-0.608, -0.985, -0.706], [-0.200, -0.482, -0.559], [0.468, 1.116, 0.306], [-0.731, -2.005, -0.757], [-0.931, 1.255, 0.553], [0.014, 0.103, -1.264], [-0.641, -0.595, -0.074], [-0.151, -0.382, -1.071], [0.922, 0.321, 1.030], [0.061, -0.280, 0.079], [0.160, 0.613, -0.206], [-0.476, -0.025, -0.170], [0.736, 0.110, 0.010], [-0.336, 0.040, -0.046], [0.088, 0.223, -0.616], [1.100, -0.828, -0.108], [-0.862, 0.093, 0.996], [0.333, 0.292, 0.136], [-0.285, 0.558, -0.027], [-0.208, 0.080, -0.385], [-0.237, 0.562, -0.039], [-0.110, -0.127, 0.181], [1.041, -0.131, 0.247], [-0.737, -0.313, -0.278], [0.301, -0.284, -0.047], [-0.099, 0.162, -0.275], [-1.189, -0.138, -0.275], [-0.204, -0.185, 0.101], [-0.126, -0.126, 0.474], [-0.088, 0.108, 0.807], [0.228, -0.146, -0.288], [-0.055, 0.445, -0.487], [0.423, -0.194, -0.014], [0.111, -0.079, 0.203], [1.166, 0.027, 0.902], [0.060, 0.676, 0.664], [-0.200, 0.540, -0.294]], "mulliken_spin": [2.01, 0.00, 0.00, 0.00, -0.01, 0.00, 0.00, 0.00, 0.00, 0.00, 0.00, 0.00, -0.01, 0.00, 0.00, 0.00, 0.00, 0.00, 0.00, 0.00, 0.00, 0.00, 0.00, 0.00, 0.01, 0.00, 0.00, 0.00, 0.00, 0.00, 0.00, 0.00, 0.00, 0.00, 0.00, 0.00, 0.00, 0.00, 0.00, 0.00, 0.00, 0.00, 0.00, 0.00, 0.00, 0.00, 0.00, 0.00, 0.00, 0.00, 0.00, 0.00, 0.00, 0.00, 0.00, 0.00, 0.00, 0.00, 0.01, 0.00, 0.00, 0.00, 0.00, 0.00, 0.00, -0.01, 0.00, 0.00, 0.00, 0.00, 0.00, 0.00, 0.00, 0.00, 0.00, 0.00, 0.00, 0.00, 0.00, 0.00, 0.00, 0.00, 0.00, 0.00, 0.00, 0.00, 0.00, 0.00, 0.00, 0.00, 0.00, 0.00, 0.00, 0.00, 0.00, 0.00, 0.00, 0.00, 0.00, 0.00, 0.00, 0.00, 0.00, 0.00, 0.00, 0.00]}